Entry 1:
# C32H37AsN4O9PtS

C32H37AsN4O9PtS as an isolated structure (the ωB97M-V functional and the def2-TZVPD basis, the Open Molecules 2025 dataset).

Its orbital gap (alpha / beta) is 9.42 / 5.32 eV. As for the spin multiplicity: 5. For the LUMO energy (alpha / beta), the calculation gives -4.86 / -9.12 eV. Its total charge is +2. As for the strongest force on any atom: 0.037 Eh/bohr. The value obtained for the highest occupied orbital energy (alpha / beta) is -14.29 / -14.44 eV. As for the energy: -4890.26827 a.u.

```
85
Properties=species:S:1:pos:R:3:lowdin_spin:R:1
Pt 0.70 1.07 -1.15 1.691
O 3.12 1.77 -0.99 0.082
C 3.56 3.06 -0.58 0.022
C 3.00 4.18 -1.46 0.033
N 1.58 4.42 -1.25 0.393
C 0.72 4.45 -2.40 0.040
C 0.25 3.02 -2.84 0.043
O -0.92 2.84 -3.06 0.080
O 1.22 2.14 -2.91 0.231
C 1.13 4.77 0.00 0.105
C 0.76 3.51 1.12 0.108
O 0.50 3.98 2.19 0.156
O 0.85 2.33 0.69 0.198
H 3.44 1.60 -1.89 0.001
H 3.24 3.18 0.45 0.000
H 4.65 3.10 -0.61 0.004
H 3.55 5.10 -1.23 0.016
H 3.16 3.93 -2.50 0.000
H -0.18 5.03 -2.19 0.002
H 1.24 4.88 -3.25 0.014
H 1.87 5.32 0.57 0.019
H 0.19 5.31 -0.04 0.010
C -5.35 -1.81 3.94 0.000
C -5.22 -2.33 2.52 0.000
S -4.37 -1.10 1.51 0.000
O -2.94 -1.37 1.49 0.000
O -4.79 0.21 1.94 0.000
C -4.94 -1.35 -0.22 0.000
C -4.82 -0.11 -1.14 0.001
N -3.60 0.70 -1.01 0.005
C -2.36 0.26 -1.31 0.016
N -1.45 1.13 -0.87 0.134
C -2.11 2.17 -0.28 0.012
C -3.43 1.93 -0.37 0.009
N -4.47 2.84 0.05 0.001
O -4.10 3.76 0.74 0.000
O -5.60 2.66 -0.37 0.002
C -2.06 -0.96 -2.09 0.008
H -5.78 -2.58 4.57 0.000
H -5.99 -0.93 3.97 0.000
H -4.37 -1.53 4.34 0.000
H -6.20 -2.48 2.05 0.000
H -4.63 -3.24 2.45 0.000
H -5.98 -1.66 -0.15 0.000
H -4.33 -2.18 -0.59 0.000
H -5.66 0.55 -0.97 0.000
H -4.87 -0.46 -2.17 0.000
H -1.63 3.02 0.17 0.001
H -2.86 -1.19 -2.78 0.000
H -1.90 -1.82 -1.43 0.000
H -1.15 -0.78 -2.66 0.007
C 0.86 -5.27 -1.86 -0.001
C 0.56 -4.18 -2.67 0.000
C 0.80 -2.90 -2.21 0.005
C 1.32 -2.70 -0.94 0.045
C 1.64 -3.79 -0.13 0.010
C 1.41 -5.07 -0.60 0.003
As 1.77 -0.94 -0.26 0.220
C 1.21 -0.88 1.57 0.063
C 1.81 0.02 2.44 0.030
C 1.39 0.08 3.76 0.003
C 0.37 -0.76 4.19 0.048
C -0.24 -1.65 3.32 0.002
C 0.15 -1.70 1.99 0.033
C 3.69 -1.06 -0.33 0.041
C 4.27 -1.10 -1.60 0.013
C 5.63 -1.31 -1.74 0.000
C 6.42 -1.48 -0.61 0.012
C 5.84 -1.45 0.65 0.002
C 4.48 -1.24 0.80 0.014
H 0.68 -6.28 -2.21 0.000
H 0.15 -4.34 -3.65 0.000
H 0.60 -2.04 -2.85 0.004
H 2.07 -3.63 0.85 0.000
H 1.67 -5.92 0.03 0.001
H 2.60 0.67 2.08 0.001
H 1.85 0.77 4.45 0.000
H 0.03 -0.71 5.22 0.002
H -1.03 -2.31 3.66 0.000
H -0.34 -2.36 1.29 0.001
H 3.63 -0.99 -2.48 0.001
H 6.07 -1.34 -2.73 0.000
H 7.48 -1.64 -0.71 0.001
H 6.46 -1.61 1.53 0.000
H 4.04 -1.23 1.79 0.001
```


Entry 2:
# C5H36B4CrO5

C5H36B4CrO5 as an isolated structure (the ωB97M-V functional and the def2-TZVPD basis, the Open Molecules 2025 dataset).

Its orbital gap (alpha / beta) is 8.17 / 9.67 eV. As for the spin multiplicity: 4. For the LUMO energy (alpha / beta), the calculation gives 1.31 / 2.62 eV. The value obtained for the energy relative to the best compared isomer or geometry (same formula, charge and spin) is 38.3 kcal/mol. Its total charge is -1. As for the strongest force on any atom: 0.061 Eh/bohr. The value obtained for the highest occupied orbital energy (alpha / beta) is -6.86 / -7.05 eV. As for the energy: -1731.81732 a.u.

```
51
Properties=species:S:1:pos:R:3:nbo_charge:R:1
Cr 1.56 1.84 -0.55 0.959
B 1.46 1.75 -2.81 -0.609
H 1.92 0.90 -2.23 0.037
H 2.31 2.50 -3.04 0.010
H 0.93 1.42 -3.77 0.042
H 0.73 2.28 -2.13 0.054
B 3.21 0.87 0.29 -0.720
H 4.21 0.49 0.71 0.056
H 2.43 0.05 0.43 0.068
H 2.82 1.82 0.74 0.055
H 3.39 1.07 -0.80 0.064
B -0.05 0.49 -0.05 -0.652
H 0.47 0.80 0.90 0.040
H -0.33 1.49 -0.48 0.097
H 0.74 0.00 -0.70 0.039
H -0.95 -0.22 0.07 0.021
B 0.52 3.65 0.60 -0.657
H -0.56 3.72 1.00 0.034
H 1.07 4.66 0.72 0.013
H 1.16 2.93 1.19 0.039
H 0.50 3.41 -0.50 0.014
C -4.12 -1.04 2.65 -0.249
O -3.65 -0.45 1.43 -0.744
H -3.80 -2.08 2.62 0.169
H -3.58 -0.60 3.50 0.169
H -5.18 -0.83 2.77 0.183
H -2.83 -0.90 1.21 0.489
C -3.58 2.73 -0.26 -0.244
O -3.95 2.28 1.02 -0.763
H -3.37 3.79 -0.39 0.178
H -2.64 2.20 -0.45 0.179
H -4.37 2.47 -0.98 0.142
H -4.10 1.33 1.07 0.495
C 2.81 -2.40 -1.42 -0.265
O 3.39 -2.11 -0.17 -0.758
H 3.31 -1.96 -2.30 0.162
H 2.83 -3.47 -1.60 0.170
H 1.81 -1.98 -1.59 0.172
H 3.37 -1.13 -0.11 0.514
C 1.75 -2.42 2.88 -0.254
O 1.72 -3.58 2.08 -0.756
H 1.06 -2.44 3.73 0.175
H 2.79 -2.15 3.06 0.168
H 1.39 -1.59 2.26 0.176
H 2.04 -3.40 1.19 0.489
C -1.86 -2.48 -1.73 -0.258
O -1.90 -3.04 -3.03 -0.715
H -2.37 -3.06 -0.94 0.142
H -0.86 -2.33 -1.34 0.180
H -2.48 -1.58 -1.68 0.190
H -1.18 -3.68 -3.05 0.461
```


Entry 3:
# C2H4F4Si2

The molecule C2H4F4Si2 (the ωB97M-V functional and the def2-TZVPD basis, the Open Molecules 2025 dataset).

Its orbital gap (alpha / beta) is 7.11 / 8.04 eV. For the LUMO energy (alpha / beta), the calculation gives -1.43 / -1.20 eV. The value obtained for the energy relative to the best compared isomer or geometry (same formula, charge and spin) is 9.9 kcal/mol. As for the strongest force on any atom: 0.048 Eh/bohr. The value obtained for the highest occupied orbital energy (alpha / beta) is -8.53 / -9.24 eV. As for the energy: -1057.22326 a.u.

```
12
Properties=species:S:1:pos:R:3:nbo_charge:R:1
C 0.81 -0.31 1.61 -1.228
C -0.33 0.46 -1.09 -1.497
F 2.08 -1.31 -0.84 -0.653
F 2.58 1.16 -0.40 -0.643
F -2.51 -1.45 -0.61 -0.651
F -2.88 0.77 0.28 -0.652
Si 1.42 0.02 -0.07 2.156
Si -1.68 -0.18 -0.07 2.104
H 0.50 -1.35 2.00 0.260
H 0.93 0.42 2.43 0.237
H -0.53 1.56 -1.07 0.285
H -0.39 0.20 -2.17 0.280
```


Entry 4:
# C31H24BFeN8O3PS3

C31H24BFeN8O3PS3 as an isolated structure (the ωB97M-V functional and the def2-TZVPD basis, the Open Molecules 2025 dataset).

Its orbital gap (alpha / beta) is 5.54 / 5.53 eV. For the LUMO energy (alpha / beta), the calculation gives 4.21 / 4.21 eV. The value obtained for the energy relative to the best compared isomer or geometry (same formula, charge and spin) is 13.9 kcal/mol. Its total charge is -2. As for the strongest force on any atom: 0.044 Eh/bohr. The value obtained for the highest occupied orbital energy (alpha / beta) is -1.32 / -1.32 eV. As for the energy: -4684.17859 a.u.

```
72
Properties=species:S:1:pos:R:3:mulliken_charge:R:1
Fe 1.13 -0.31 0.98 0.550
C 2.77 -2.34 4.39 -1.134
C 2.79 -1.30 3.46 -0.373
N 2.10 -1.63 2.37 0.378
N 1.62 -2.86 2.58 0.124
C 2.00 -3.32 3.78 -0.221
B 0.76 -3.52 1.51 -0.186
N -0.60 -2.81 1.46 0.321
C -1.82 -3.32 1.67 -0.360
C -2.75 -2.31 1.51 -1.328
C -1.97 -1.18 1.21 -0.686
N -0.68 -1.50 1.17 0.918
N 1.45 -3.33 0.15 -0.268
C 1.96 -4.25 -0.67 -0.183
C 2.43 -3.61 -1.80 -1.566
C 2.16 -2.26 -1.57 -0.372
N 1.57 -2.10 -0.40 0.990
H 3.22 -2.37 5.37 0.379
H 3.24 -0.32 3.52 0.476
H 1.69 -4.29 4.12 0.403
H 0.61 -4.70 1.73 -0.204
H -1.95 -4.36 1.93 0.415
H -3.81 -2.36 1.64 0.454
H -2.29 -0.17 1.04 0.398
H 1.95 -5.30 -0.40 0.463
H 2.91 -4.06 -2.67 0.405
H 2.35 -1.41 -2.20 0.524
O 3.14 0.31 0.54 -0.327
S 3.61 1.05 -0.64 -0.090
O 2.86 2.62 -0.29 -0.551
O 2.91 0.68 -1.88 -0.336
C 2.03 3.18 -1.20 0.087
C 2.38 4.45 -1.69 -0.409
C 1.57 5.11 -2.58 -0.485
C 0.38 4.51 -3.02 -0.904
C 0.04 3.26 -2.53 -0.241
C 0.85 2.58 -1.62 0.519
P 0.27 0.96 -0.96 1.551
C -1.46 1.54 -0.64 0.154
C -1.65 2.46 0.39 -0.747
C -2.93 2.93 0.70 -0.869
C -4.03 2.48 -0.02 -0.486
C -3.85 1.57 -1.06 -0.714
C -2.57 1.11 -1.36 0.245
C -0.04 -0.06 -2.44 0.213
C -0.74 -1.26 -2.27 -0.083
C -1.01 -2.08 -3.35 -0.722
C -0.56 -1.74 -4.61 -0.771
C 0.17 -0.58 -4.79 -0.690
C 0.43 0.26 -3.71 -0.769
H 3.30 4.89 -1.33 0.415
H 1.85 6.09 -2.94 0.353
H -0.27 5.03 -3.71 0.397
H -0.90 2.81 -2.84 0.378
H -0.81 2.81 0.97 0.590
H -3.05 3.62 1.51 0.463
H -5.02 2.82 0.23 0.347
H -4.70 1.22 -1.63 0.392
H -2.45 0.40 -2.17 0.347
H -1.07 -1.54 -1.27 0.329
H -1.56 -3.00 -3.19 0.444
H -0.77 -2.38 -5.46 0.357
H 0.55 -0.31 -5.77 0.373
H 1.03 1.15 -3.84 0.457
S -0.85 -0.97 4.38 -0.440
C -0.66 0.62 3.86 0.730
S 0.66 1.13 2.81 -0.682
C -1.48 1.66 4.36 0.436
C -1.21 3.04 4.14 0.011
N -1.04 4.18 4.03 -0.758
C -2.62 1.40 5.16 -0.123
N -3.58 1.26 5.80 -0.708
```


Entry 5:
# C14H24BNO28S5

C14H24BNO28S5 as an isolated structure (the ωB97M-V functional and the def2-TZVPD basis, the Open Molecules 2025 dataset).

Its orbital gap is 8.98 eV. For the LUMO energy, the calculation gives -0.25 eV. The value obtained for the energy relative to the best compared isomer or geometry (same formula, charge and spin) is 4.0 kcal/mol. As for the strongest force on any atom: 0.061 Eh/bohr. The value obtained for the highest occupied orbital energy is -9.22 eV. As for the energy: -4725.25587 a.u.

```
73
Properties=species:S:1:pos:R:3:mulliken_charge:R:1
N 15.84 -19.58 3.20 0.873
H 16.12 -20.56 3.36 0.381
H 15.47 -19.40 2.26 -0.241
H 16.69 -19.02 3.29 0.118
H 15.09 -19.24 3.82 0.566
O 21.65 -13.73 6.89 -0.558
C 21.30 -14.15 5.84 0.599
O 21.36 -15.42 5.43 -0.506
B 20.66 -15.55 4.16 1.352
O 20.48 -14.18 3.66 -0.508
C 20.79 -13.33 4.63 0.573
O 20.75 -12.14 4.61 -0.576
O 21.38 -16.35 3.14 -0.561
C 20.68 -17.41 2.79 0.494
O 20.96 -18.15 1.89 -0.584
C 19.35 -17.37 3.59 0.425
O 19.41 -16.34 4.38 -0.788
O 18.44 -18.16 3.50 -0.732
C 15.96 -14.52 1.84 -0.434
C 16.90 -14.81 3.08 0.115
O 16.21 -15.83 3.81 -0.232
S 14.69 -15.95 3.38 0.964
O 13.92 -14.93 3.99 -0.645
O 14.34 -17.32 3.46 -0.350
O 14.97 -15.54 1.87 -0.330
H 16.61 -14.52 0.98 0.376
H 15.48 -13.56 2.00 0.287
H 17.08 -13.92 3.68 0.265
H 17.83 -15.27 2.79 -0.156
C 20.70 -21.99 3.72 -0.403
C 19.83 -21.81 2.47 0.267
O 18.89 -22.88 2.65 -0.312
S 18.36 -22.88 4.13 1.028
O 18.03 -24.18 4.55 -0.592
O 17.38 -21.86 4.35 -0.514
O 19.74 -22.36 4.74 -0.365
H 21.26 -21.14 4.11 0.297
H 21.36 -22.85 3.56 0.273
H 20.33 -21.92 1.52 0.454
H 19.30 -20.87 2.54 -0.296
C 11.45 -22.56 5.85 -0.349
C 12.44 -22.44 7.00 -0.354
O 13.64 -21.91 6.46 -0.407
S 13.61 -21.73 4.87 1.309
O 14.76 -22.34 4.33 -0.564
O 13.28 -20.39 4.56 -0.499
O 12.31 -22.63 4.70 -0.321
H 10.75 -21.73 5.79 0.238
H 10.82 -23.44 5.81 0.356
H 12.51 -23.29 7.69 0.310
H 12.08 -21.72 7.75 0.283
C 16.62 -19.06 -2.16 -0.142
C 18.08 -18.60 -2.00 -0.309
O 18.76 -19.66 -1.31 -0.367
S 17.69 -20.38 -0.35 1.031
O 17.40 -19.47 0.71 -0.185
O 18.11 -21.70 -0.09 -0.625
O 16.54 -20.29 -1.42 -0.372
H 16.30 -19.30 -3.17 0.346
H 15.91 -18.37 -1.71 0.119
H 18.25 -17.70 -1.41 0.231
H 18.56 -18.51 -2.97 0.286
C 11.24 -20.53 1.90 -0.104
C 12.11 -21.73 1.59 -0.553
O 13.40 -21.07 1.52 -0.153
S 13.20 -19.86 0.49 1.001
O 12.87 -20.39 -0.77 -0.618
O 14.23 -18.90 0.68 -0.360
O 11.90 -19.40 1.34 -0.354
H 11.07 -20.39 2.97 0.130
H 10.20 -20.53 1.57 0.354
H 11.85 -22.20 0.64 0.320
H 12.18 -22.56 2.29 0.297
```


Entry 6:
# C42H72O13

The molecule C42H72O13 (the ωB97M-V functional and the def2-TZVPD basis, the Open Molecules 2025 dataset).

Its orbital gap is 9.47 eV. For the LUMO energy, the calculation gives 0.52 eV. As for the strongest force on any atom: 0.017 Eh/bohr. The value obtained for the highest occupied orbital energy is -8.94 eV. As for the energy: -2621.71980 a.u.

```
127
Properties=species:S:1:pos:R:3:nbo_charge:R:1
C 5.37 -8.18 0.90 -0.655
C 4.55 -7.15 1.61 0.030
C 3.22 -7.12 1.61 -0.209
C 2.31 -8.09 0.91 -0.446
H 1.30 -7.98 1.31 0.226
H 2.64 -9.11 1.13 0.210
C 2.25 -7.94 -0.62 -0.408
H 3.24 -7.75 -1.01 0.215
H 1.90 -8.89 -1.03 0.197
C 1.27 -6.84 -1.11 0.287
C 1.08 -6.99 -2.63 -0.651
H 1.97 -6.68 -3.16 0.216
H 0.24 -6.38 -2.96 0.231
H 0.87 -8.03 -2.89 0.205
C 1.73 -5.43 -0.70 -0.245
H 1.60 -5.40 0.38 0.220
C 0.99 -4.23 -1.31 -0.259
H 0.94 -4.38 -2.39 0.214
C -0.43 -3.92 -0.84 0.116
O -1.37 -4.87 -1.32 -0.753
H -1.08 -5.73 -0.98 0.493
C -0.91 -2.57 -1.39 -0.424
H -1.83 -2.32 -0.86 0.218
H -1.19 -2.75 -2.43 0.206
C 0.09 -1.41 -1.26 -0.242
H 0.26 -1.27 -0.19 0.209
C 1.46 -1.80 -1.86 0.009
C 1.37 -2.13 -3.36 -0.639
H 1.28 -1.22 -3.94 0.213
H 0.52 -2.75 -3.60 0.211
H 2.27 -2.63 -3.70 0.208
C 2.46 -0.64 -1.72 -0.402
C 1.89 0.70 -2.16 -0.404
H 1.71 0.70 -3.24 0.195
H 2.64 1.46 -1.96 0.213
C 0.61 1.02 -1.39 -0.221
H 0.85 0.85 -0.33 0.200
C 0.20 2.51 -1.47 -0.033
C -0.05 3.04 -2.88 -0.637
H -0.93 2.60 -3.34 0.211
H -0.19 4.12 -2.83 0.222
H 0.81 2.85 -3.51 0.215
C 1.31 3.38 -0.85 -0.616
H 1.65 2.96 0.10 0.203
H 2.16 3.47 -1.52 0.208
H 0.92 4.37 -0.66 0.222
C -1.04 2.69 -0.57 0.115
C -2.17 1.73 -0.92 -0.443
C -1.71 0.28 -0.82 -0.418
H -2.54 -0.36 -1.09 0.212
H -1.45 0.09 0.23 0.205
C -0.49 -0.03 -1.72 0.106
C -0.96 -0.03 -3.18 -0.658
H -0.20 0.33 -3.86 0.208
H -1.25 -1.03 -3.48 0.216
H -1.84 0.60 -3.30 0.206
H -2.54 1.95 -1.93 0.197
H -3.00 1.90 -0.23 0.229
H -0.74 2.48 0.47 0.202
O -1.47 4.05 -0.64 -0.577
C -2.13 4.54 0.48 0.333
O -3.52 4.33 0.47 -0.547
C -4.32 5.12 -0.42 0.034
C -4.00 6.63 -0.37 0.047
O -4.62 7.22 0.75 -0.723
H -4.03 7.09 1.50 0.478
C -2.49 6.94 -0.36 0.069
O -1.89 6.90 -1.62 -0.727
H -2.27 6.16 -2.14 0.494
C -1.80 6.03 0.67 0.045
H -0.71 6.16 0.59 0.208
O -2.25 6.43 1.97 -0.596
C -1.27 6.47 2.98 0.372
O -0.60 5.26 3.14 -0.530
C -1.11 4.38 4.13 0.047
C -0.62 2.96 3.81 -0.074
H -0.54 2.40 4.75 0.177
O -1.42 2.26 2.90 -0.727
H -2.27 2.10 3.32 0.484
H 0.37 3.04 3.36 0.198
C -2.64 4.48 4.18 0.040
O -3.15 3.45 4.99 -0.732
H -4.07 3.66 5.19 0.487
C -3.02 5.87 4.71 0.048
C -2.00 6.94 4.24 0.044
O -1.03 7.22 5.22 -0.711
H -1.46 7.64 5.97 0.479
H -2.57 7.85 3.97 0.190
O -4.35 6.20 4.37 -0.713
H -4.45 6.18 3.41 0.475
H -3.01 5.84 5.81 0.191
H -3.03 4.38 3.15 0.191
H -0.70 4.68 5.11 0.195
H -0.49 7.20 2.71 0.179
H -2.38 7.98 -0.01 0.189
H -4.46 7.10 -1.25 0.195
C -4.37 4.54 -1.85 -0.090
O -3.19 4.69 -2.60 -0.759
H -2.47 4.24 -2.10 0.502
H -5.16 5.06 -2.40 0.189
H -4.64 3.48 -1.77 0.175
H -5.33 5.01 -0.01 0.212
H -1.79 3.99 1.36 0.210
H 2.76 -0.53 -0.68 0.196
H 3.36 -0.87 -2.30 0.206
C 1.94 -3.05 -1.05 0.048
C 3.30 -3.65 -1.46 -0.420
H 3.47 -3.56 -2.53 0.202
H 4.12 -3.15 -0.96 0.208
C 3.20 -5.14 -1.07 -0.415
H 3.52 -5.75 -1.91 0.204
H 3.86 -5.37 -0.23 0.228
C 2.06 -2.78 0.47 -0.645
H 2.59 -1.85 0.66 0.212
H 1.10 -2.73 0.96 0.208
H 2.63 -3.57 0.94 0.213
H -0.47 -3.91 0.26 0.154
O 0.01 -7.06 -0.47 -0.749
H -0.32 -7.93 -0.73 0.476
H 2.73 -6.33 2.16 0.196
C 5.35 -6.12 2.35 -0.635
H 4.72 -5.36 2.79 0.214
H 6.06 -5.64 1.67 0.209
H 5.94 -6.59 3.14 0.213
H 4.78 -9.05 0.61 0.214
H 6.19 -8.51 1.53 0.216
H 5.80 -7.75 -0.01 0.218
```